Record 1
95
Properties=species:S:1:pos:R:3 method="wB97M-V/def2-TZVPD" homo_energy_ev="-4.4 / -4.4" total_charge=-1 lumo_energy_ev="1.05 / 1.05" orbital_gap_ev="5.44 / 5.44"
Pt 0.28 -0.75 -1.59
S -2.18 2.28 0.40
S 1.78 -1.23 -3.42
S 2.15 -1.10 -0.34
S -0.43 -3.05 -1.62
P -1.70 0.48 1.04
P -1.62 -2.37 -0.12
N 7.26 1.36 -4.62
N 7.53 1.87 -0.58
N 0.51 1.28 -1.90
C -3.07 -0.72 3.22
C -3.35 -2.72 -0.55
C -1.25 -3.36 1.37
C -1.18 -0.72 -0.12
C 0.06 -3.82 1.55
C 4.49 0.19 -0.82
C 5.51 0.66 -1.64
C -4.22 -1.19 3.87
C 2.78 2.73 0.62
C 4.28 -0.10 -3.58
C 0.41 -0.44 2.66
C -4.40 -0.14 1.31
C -4.00 -3.91 -0.22
C 2.92 2.71 2.12
C -5.53 -0.64 1.94
C -2.18 -3.56 2.38
C 1.23 -0.41 3.78
C 0.43 -4.44 2.73
C -0.25 1.78 -3.06
C -5.27 -2.04 -1.83
C 5.40 0.50 -3.03
C -5.29 -4.14 -0.67
C -5.92 -3.21 -1.47
C 3.52 3.46 -1.55
C 3.39 -0.43 -1.38
C -1.81 -4.19 3.56
C 3.68 3.45 -0.17
C -1.59 1.02 -3.08
C -3.15 -0.21 1.93
C 6.44 0.98 -3.90
C -5.44 -1.16 3.22
C 4.50 4.21 -2.43
C -0.50 0.59 2.42
C -3.98 -1.80 -1.37
C -0.58 3.27 -2.82
C 2.49 2.74 -2.14
C 1.14 0.65 4.67
C 0.36 1.63 -4.47
C 3.24 -0.55 -2.77
C 1.57 2.01 -1.37
C 6.63 1.34 -1.06
C -0.51 -4.63 3.74
C 1.74 2.04 0.02
C 0.25 1.69 4.43
C -0.56 1.66 3.31
H -6.48 -0.60 1.43
H -1.25 2.47 3.10
H -3.20 -3.22 2.26
H -1.00 3.40 -1.83
H 2.96 1.68 2.49
H -2.55 -4.34 4.34
H 3.83 3.22 2.44
H 4.50 3.99 0.29
H 5.16 4.84 -1.83
H -6.33 -1.54 3.72
H -2.22 1.42 -3.88
H 4.19 -0.19 -4.66
H 1.78 0.68 5.55
H 0.48 -1.26 1.96
H -2.12 -0.77 3.74
H -0.32 2.11 -5.19
H 1.33 2.11 -4.57
H 1.03 1.51 0.64
H -1.44 -0.04 -3.31
H -4.47 0.32 0.33
H 0.19 2.52 5.12
H -5.79 -5.06 -0.40
H 1.45 -4.78 2.86
H 1.93 -1.21 3.95
H 3.99 4.84 -3.15
H -1.30 3.60 -3.57
H -3.50 -4.65 0.39
H -2.10 1.13 -2.13
H -4.14 -1.58 4.87
H 0.32 3.89 -2.91
H 0.79 -3.67 0.76
H 2.07 3.19 2.60
H 4.55 0.34 0.25
H 0.47 0.59 -4.75
H -0.22 -5.12 4.66
H -3.46 -0.89 -1.64
H -5.76 -1.31 -2.47
H 2.42 2.74 -3.22
H -6.93 -3.40 -1.82
H 5.14 3.51 -2.99



Record 2
104
Properties=species:S:1:pos:R:3 method="wB97M-V/def2-TZVPD" spin_multiplicity=7 homo_energy_ev="-6.0 / -6.0" total_charge=-1 lumo_energy_ev="2.29 / 2.29" orbital_gap_ev="8.26 / 8.27"
Tb -0.07 0.11 -0.31
S 1.40 -2.84 1.08
S -2.74 0.34 1.40
O -0.99 2.30 -0.70
O 1.41 1.09 -4.32
O 3.71 0.02 0.45
O 1.67 2.59 2.75
O 1.96 -3.87 0.25
O 1.31 1.06 1.15
O 2.34 -1.84 1.56
O 2.05 2.62 -0.82
O -4.51 0.66 -0.54
O -1.27 0.24 1.65
O -2.42 -0.01 -0.90
O 2.06 -0.44 -0.98
N -0.75 -1.99 -1.66
N -0.90 3.21 -2.82
N 0.15 -2.10 0.42
N 0.16 1.27 -2.39
C -4.90 -3.11 1.20
C 0.63 1.66 -3.59
C 2.12 3.19 0.48
C -1.42 -2.53 -2.67
C 0.01 3.08 -3.93
C -2.06 1.67 -6.77
C 3.10 1.73 -1.11
C 1.14 4.07 -3.91
C -3.44 0.64 3.06
C -2.42 -2.29 2.11
C 1.24 5.06 -2.94
C 2.87 0.34 -0.50
C -3.29 -1.38 1.53
C -1.44 1.83 -5.54
C -4.53 -1.79 1.07
C 0.58 -5.63 3.90
C -0.95 -4.08 -0.49
C 0.29 -4.86 5.02
C 2.17 3.95 -4.85
C 0.87 -5.02 2.69
C -4.58 1.22 5.50
C -1.88 -3.84 -2.67
C 2.33 5.92 -2.91
C -0.60 2.26 -1.87
C -1.96 2.65 -7.73
C -3.25 0.83 5.44
C -3.65 0.91 -2.75
C -0.51 -2.74 -0.57
C -4.78 1.02 3.12
C 0.88 -3.64 2.60
C 3.26 4.80 -4.81
C -4.04 -4.03 1.79
C 0.25 -3.48 4.90
C -0.61 3.96 -6.24
C -3.53 0.50 -1.28
C -5.34 1.31 4.35
C 1.64 2.20 1.59
C -0.70 2.97 -5.26
C 3.34 5.79 -3.85
C -1.23 3.80 -7.47
C -1.64 -4.62 -1.55
C 0.56 -2.86 3.70
C 0.06 -5.53 6.35
C -2.68 0.55 4.21
C -2.80 -3.61 2.25
H 1.13 -5.59 1.81
H 1.01 -5.89 6.75
H -0.03 4.85 -6.04
H -1.50 1.05 -4.80
H 0.59 -1.79 3.59
H -4.57 1.46 -2.91
H -3.64 0.02 -3.36
H 1.46 4.06 0.47
H 3.33 -0.78 0.93
H -2.62 0.77 -6.97
H 3.14 3.53 0.69
H -1.30 4.09 -2.56
H 0.59 -6.71 3.98
H -1.13 4.56 -8.22
H 2.39 6.68 -2.15
H -2.79 1.53 -3.01
H -0.36 -4.83 7.07
H -5.86 -3.43 0.83
H -5.02 1.46 6.46
H -6.38 1.62 4.41
H -4.34 -5.06 1.90
H 3.11 1.62 -2.20
H -2.12 -4.31 2.73
H -5.34 1.08 2.20
H -0.60 -6.38 6.25
H 4.05 4.68 -5.53
H 0.48 5.17 -2.18
H -1.46 -1.95 2.46
H -2.43 2.52 -8.70
H 2.11 3.17 -5.59
H -1.99 -5.64 -1.51
H -1.64 0.27 4.11
H -2.42 -4.23 -3.52
H 0.00 -2.88 5.77
H -5.17 -1.06 0.60
H 4.19 6.46 -3.82
H -2.66 0.76 6.34
H 4.06 2.14 -0.75
H -0.75 -4.64 0.40
H -1.57 -1.89 -3.53